Entry 1:
C5H8N2O | ωB97M-V/def2-TZVPD

XYZ file:
```
16
Properties=species:S:1:pos:R:3:forces:R:3
H 1.663 -0.287 -2.030 -0.19 -0.25 0.14
C 0.782 -0.970 1.115 1.34 1.77 0.21
H 2.818 0.614 -0.976 -0.12 -0.28 0.35
H -1.273 -2.720 1.130 0.76 0.32 -0.11
H -1.564 1.162 0.840 0.22 0.38 -0.02
N -0.989 1.731 0.233 -0.05 -0.41 -0.33
N -2.128 -1.016 0.139 0.82 -0.90 0.76
O -0.150 1.846 -1.887 0.23 0.33 -0.26
C -0.758 1.268 -1.022 -1.21 -1.34 0.03
H 1.372 -1.758 1.561 -0.03 -0.49 -0.33
C 1.267 -0.366 0.031 0.35 -1.64 1.45
H -1.255 0.231 -1.132 0.84 1.60 -0.31
H 0.174 -0.458 1.864 -0.16 0.00 -0.58
H -0.543 2.580 0.516 -0.08 0.26 0.29
C -1.394 -1.772 0.631 -2.75 -0.26 -0.48
C 1.978 -0.085 -1.011 0.04 0.90 -0.81
```
Forces are in eV/Å.

Summary:
Energy relative to the best compared isomer or geometry (same formula, charge and spin) = 3.976 eV
SMILES = C=C=C.NC=O.C#N
Gap between HOMO and LUMO = 9.8 eV
Lowest unoccupied orbital energy = 0.47 eV

=====

Entry 2:
C5H8N2O2 | ωB97M-V/def2-TZVPD

XYZ file:
```
17
Properties=species:S:1:pos:R:3:forces:R:3
H 2.640 -2.092 -1.022 -0.82 -0.07 1.62
C -2.344 -0.411 -0.190 -2.20 1.83 -0.78
H 1.575 -2.601 0.532 -0.27 -0.60 0.47
C 1.853 -1.896 -0.218 0.42 1.73 -2.03
H -1.292 -1.712 0.631 -1.79 0.89 1.08
H 1.721 1.757 0.692 1.40 -0.15 0.42
H 0.530 2.980 0.272 0.18 -1.30 0.29
C -0.186 0.977 0.576 -1.46 -2.27 -0.34
N 0.086 -0.461 0.395 1.44 -0.73 -1.99
C 0.849 1.895 0.121 -0.46 3.66 -2.30
O -3.427 0.062 -0.610 3.89 -1.76 1.39
O -2.257 -1.375 0.774 1.27 -0.03 -2.03
C -0.917 0.162 -0.558 -0.34 0.08 2.36
H 1.055 1.952 -1.013 -0.13 -0.86 1.87
N 1.311 -0.754 -0.401 -0.69 -0.15 0.39
H -0.581 0.409 -1.598 -0.58 -0.42 1.19
H -0.615 1.108 1.617 0.13 0.16 -1.61
```
Forces are in eV/Å.

Summary:
Energy relative to the best compared isomer or geometry (same formula, charge and spin) = 4.313 eV
SMILES = C=NN1[C@@H](C)[C@@H]1C(=O)O
Gap between HOMO and LUMO = 10.4 eV
Lowest unoccupied orbital energy = 0.71 eV

=====

Entry 3:
C5H8N2O2 | ωB97M-V/def2-TZVPD

XYZ file:
```
17
Properties=species:S:1:pos:R:3:forces:R:3
N -0.794 2.167 0.049 0.59 -1.12 -0.08
H 2.093 -0.926 -1.730 -0.08 0.07 0.11
N -1.019 -1.857 1.403 0.14 0.25 0.00
H -1.013 2.462 -0.895 -0.06 0.09 0.12
H 2.061 1.236 -0.521 0.06 -0.23 0.59
C 0.107 1.212 0.210 -1.35 1.26 0.35
C 1.147 -0.381 -1.674 -0.28 0.37 -0.46
H 1.011 0.132 -2.630 -0.02 -0.12 -0.10
C 1.182 0.583 -0.514 -0.24 -1.39 0.26
H -0.210 -1.892 2.020 -0.09 0.09 -0.10
O -2.069 -0.472 -0.078 0.35 0.24 0.24
C -1.134 -0.773 0.626 0.88 -0.38 -0.25
O 1.051 -0.295 2.032 -0.03 -0.21 0.65
H -1.491 2.307 0.769 0.13 0.12 -0.10
H -1.800 -2.486 1.509 0.09 0.14 -0.02
C 0.536 0.091 0.980 -0.10 0.75 -1.22
H 0.343 -1.110 -1.557 0.01 0.07 0.00
```
Forces are in eV/Å.

Summary:
Energy relative to the best compared isomer or geometry (same formula, charge and spin) = 4.565 eV
Gap between HOMO and LUMO = 7.9 eV
Lowest unoccupied orbital energy = 0.12 eV

=====

Entry 4:
C5H8N2O2S | ωB97M-V/def2-TZVPD

XYZ file:
```
18
Properties=species:S:1:pos:R:3:forces:R:3
C 0.596 0.034 -0.748 -1.41 2.21 0.53
O 2.329 -1.174 1.203 -0.26 0.10 -0.01
H 1.451 -0.382 -1.220 0.68 -0.77 -0.27
S -1.891 0.943 -1.359 0.43 0.43 0.36
H 1.972 1.435 0.249 -0.83 -0.29 0.38
H 0.314 1.966 -1.780 -0.13 0.44 0.09
H -3.472 -1.003 -0.443 -1.25 -0.05 -0.47
H -2.447 -2.106 0.342 -0.16 -0.31 0.18
H 1.732 -0.685 3.202 0.08 -0.31 0.92
C -1.578 -0.520 -0.408 2.46 0.05 -0.80
N -2.646 -1.166 0.058 0.10 -0.52 0.98
O 1.259 0.016 2.748 -0.14 -0.16 0.15
H -0.105 0.606 -2.833 0.46 0.01 0.64
N -0.357 -0.921 -0.269 -1.66 -0.25 -0.13
C -0.122 0.980 -1.790 0.00 -0.86 -0.38
C 1.595 -0.263 1.488 0.36 1.22 -1.07
C 1.076 0.814 0.521 0.64 -0.38 -0.34
H 0.293 1.427 1.039 0.61 -0.55 -0.76
```
Forces are in eV/Å.

Summary:
Energy relative to the best compared isomer or geometry (same formula, charge and spin) = 0.395 eV
SMILES = NC1=N[C@H](CC(=O)O)CS1
Gap between HOMO and LUMO = 9.5 eV
Lowest unoccupied orbital energy = 0.69 eV

=====

Entry 5:
C5H8N2O3 | ωB97M-V/def2-TZVPD

XYZ file:
```
18
Properties=species:S:1:pos:R:3:forces:R:3
C -1.815 0.520 -0.528 1.92 2.14 -2.02
H -0.843 1.141 1.259 -0.55 0.10 1.91
O 3.122 -0.745 1.064 5.71 0.00 8.30
H 0.745 -0.734 1.407 -0.22 -0.40 -0.15
N 2.466 -0.700 0.092 -7.48 -1.26 -2.49
N -1.834 -2.032 0.089 -0.82 1.67 0.10
O 2.799 -0.598 -1.050 2.34 0.71 -5.85
H 1.468 1.605 0.502 -1.48 -1.37 -0.79
H -0.838 2.423 0.075 -0.04 -0.84 -0.08
H -1.302 0.638 -1.531 -1.11 -0.82 0.35
O -2.017 -3.172 0.413 0.45 -0.65 -0.04
H -2.748 1.182 -0.669 0.83 -1.98 0.82
C 0.719 0.880 -0.043 0.08 2.32 0.11
H 0.967 0.958 -1.106 -0.04 0.10 0.09
C -1.760 -0.893 -0.122 -1.18 -0.31 -0.30
H 0.642 -1.272 -0.451 -0.04 0.87 1.72
C 0.963 -0.526 0.363 1.10 -0.98 -1.38
C -0.735 1.325 0.235 0.55 0.70 -0.28
```
Forces are in eV/Å.

Summary:
Energy relative to the best compared isomer or geometry (same formula, charge and spin) = 4.456 eV
Multiplicity = 3
Gap between HOMO and LUMO (spin up / spin down) = 7.3 / 6.6 eV
Lowest unoccupied orbital energy (spin up / spin down) = 0.52 / -3.32 eV

=====

Entry 6:
C5H8N2O3S | ωB97M-V/def2-TZVPD

XYZ file:
```
19
Properties=species:S:1:pos:R:3:forces:R:3
C -0.260 -1.775 -2.687 1.69 0.12 1.70
H 0.759 -1.264 1.995 0.92 -0.34 -0.49
O 0.635 -1.351 -0.679 -0.40 -0.50 -1.72
H -1.642 2.336 0.403 1.59 -1.23 -2.30
H 1.132 -3.133 -1.673 1.22 -1.70 0.35
C 1.063 -0.257 2.237 0.98 1.06 0.15
N -0.475 0.574 -0.184 3.17 1.02 2.48
C -1.031 1.871 -0.537 -3.23 -0.96 2.39
O 2.495 0.499 0.174 -1.50 -0.07 0.14
C -0.119 -0.302 -1.145 -0.96 -2.41 -0.90
H 2.145 0.017 2.534 -1.65 -1.46 0.70
H -1.732 1.652 -1.351 0.12 0.39 0.10
C 0.570 -2.279 -1.737 -1.63 2.13 -0.03
N -0.658 -0.532 -2.310 -0.29 1.90 0.79
H 0.270 0.083 2.905 0.48 0.63 -0.02
H -0.488 -2.103 -3.649 -0.33 -0.87 -1.17
O 1.154 2.187 1.364 -0.34 -0.60 -0.27
S 1.265 0.837 0.863 -1.37 1.03 -1.05
H -0.278 2.509 -0.817 1.53 1.85 -0.84
```
Forces are in eV/Å.

Summary:
Energy relative to the best compared isomer or geometry (same formula, charge and spin) = 3.080 eV
SMILES = CN(c1ncco1)S(C)(=O)=O
Gap between HOMO and LUMO = 8.6 eV
Lowest unoccupied orbital energy = 0.11 eV

=====

Entry 7:
C5H8N2O3S | ωB97M-V/def2-TZVPD

XYZ file:
```
19
Properties=species:S:1:pos:R:3:forces:R:3
H 2.172 0.002 1.461 -0.08 -0.46 0.23
C 1.035 -1.706 0.668 1.02 -0.28 1.52
H 0.401 2.573 -0.078 1.21 -0.58 0.26
O -2.108 1.704 0.738 0.04 -0.21 -0.95
H 2.010 2.291 0.770 -0.34 -0.68 0.41
N -0.334 -1.140 -1.170 0.31 -2.01 -1.24
H 1.401 -2.443 1.358 0.24 -0.15 -0.03
H 1.882 1.838 -0.972 -0.74 1.17 1.37
C 1.309 1.909 0.031 -0.27 -0.11 -3.26
C 1.396 -0.395 0.816 0.51 -1.50 0.72
H 0.064 -3.054 -0.602 -0.53 -1.99 -0.70
O -3.029 -0.022 -0.842 0.93 0.79 1.22
O -1.798 -0.639 1.314 -0.20 0.05 -1.11
C -0.241 0.182 -0.834 -1.24 1.76 0.97
H -0.444 1.048 -1.628 0.78 -2.16 1.32
N 0.839 0.510 0.076 -0.75 2.78 -0.94
C 0.208 -2.056 -0.389 -0.17 3.62 -0.50
H -2.903 -0.963 -0.983 -0.03 -0.57 -0.29
S -1.859 0.362 0.266 -0.68 0.52 0.99
```
Forces are in eV/Å.

Summary:
Energy relative to the best compared isomer or geometry (same formula, charge and spin) = 2.325 eV
SMILES = CN1C=CC=N[C@H]1S(=O)(=O)O
Gap between HOMO and LUMO = 8.3 eV
Lowest unoccupied orbital energy = 0.19 eV

=====

Entry 8:
C5H8N2O3S | ωB97M-V/def2-TZVPD

XYZ file:
```
19
Properties=species:S:1:pos:R:3:forces:R:3
H -3.322 -1.035 0.798 -0.96 -0.04 1.58
C 0.516 1.621 -0.195 1.83 0.27 -1.39
C -2.533 -1.013 0.114 1.52 0.91 -2.34
H -0.294 3.510 0.176 0.51 1.28 -0.34
H -2.276 0.030 -0.155 -1.30 -0.31 -0.63
C 1.597 -0.286 -0.453 0.06 1.24 -0.75
C 2.194 -1.632 -0.707 0.29 -0.01 -0.20
C 0.585 0.284 0.310 0.72 -0.09 -0.87
H -2.858 -1.665 -0.753 0.82 0.90 0.80
O -1.267 -1.448 0.596 0.33 -0.64 1.53
H 1.875 -2.253 0.205 1.15 0.38 -1.56
H -0.853 2.078 1.043 0.27 1.76 -1.06
H 1.768 -2.072 -1.693 0.55 0.66 1.80
S -0.400 -0.395 1.617 1.02 -3.07 -1.31
H 3.334 -1.412 -0.915 -2.16 -1.01 0.86
N -0.338 2.538 0.242 -2.59 -2.36 2.51
N 1.403 1.839 -1.146 -0.52 0.80 0.73
O 2.127 0.686 -1.263 -0.74 -1.90 0.65
O -1.256 0.624 2.179 -0.81 1.26 -0.02
```
Forces are in eV/Å.

Summary:
Energy relative to the best compared isomer or geometry (same formula, charge and spin) = 3.386 eV
Gap between HOMO and LUMO = 9.4 eV
Lowest unoccupied orbital energy = 0.65 eV

=====

Table of largest force on an atom (Eh/bohr), in record order: 0.0546 0.0875 0.0366 0.0519 0.1959 0.0808 0.0712 0.0838